No. 1
68
Properties=species:S:1:pos:R:3 method="wB97M-V/def2-TZVPD" spin_multiplicity=5 lumo_energy_ev="-8.950 / -12.306" total_charge=+3 s_squared=6.0302 mol_weight_g_mol=528.4
Rh 0.21751 -0.11995 0.63375
P 2.30396 0.34140 1.47129
P 0.83298 1.89254 -1.40342
P -0.08993 -2.03811 1.67032
H -2.59952 -2.24149 -5.42212
C -3.26201 -2.75883 -4.71332
C -4.34635 -2.17947 -4.19265
H -4.52533 -1.09581 -4.22340
C 3.60760 -0.62705 0.62395
C 3.06661 2.01609 1.61998
C 2.34955 -0.08590 3.25875
C -0.47682 2.25305 -2.58216
C 0.83472 3.29299 -0.26003
C 2.42857 1.67516 -2.21499
C -1.46287 -3.14357 1.14560
C -0.66244 -1.56255 3.34064
C 1.34956 -3.16091 1.74177
H -3.01789 -3.79755 -4.46224
H -5.15143 -2.80679 -3.77455
H 4.57684 -0.47178 1.12830
H 3.68676 -0.28840 -0.42109
H 3.34889 -1.69530 0.64658
H 4.01585 1.92142 2.17592
H 2.39584 2.67365 2.19271
H 3.27530 2.45754 0.63779
H 3.30791 0.23447 3.69541
H 2.22482 -1.16756 3.41037
H 1.53373 0.46748 3.75315
H -0.28654 3.10771 -3.23897
H -1.40152 2.40856 -2.01616
H -0.64757 1.37442 -3.20593
H 1.79598 3.83712 -0.22382
H 0.55909 2.95467 0.75548
H 0.07521 4.00432 -0.59731
H 2.58721 2.47377 -2.96255
H 2.46944 0.71037 -2.74491
H 3.28661 1.70118 -1.52381
H -1.39745 -4.08434 1.70208
H -1.42753 -3.38806 0.08943
H -2.42046 -2.65001 1.32671
H -1.08465 -2.42831 3.87125
H -1.42711 -0.78476 3.21120
H 0.15107 -1.13442 3.92449
H 1.02111 -4.18061 2.01160
H 2.11603 -2.84147 2.46253
H 1.81734 -3.21392 0.74521
C -1.77209 -0.98417 -1.66534
C -0.82713 -1.99379 -1.90626
C -0.31107 -2.22632 -3.19665
C -0.63067 -1.30692 -4.22866
C -1.65359 -0.36390 -4.03182
C -2.33396 -0.34560 -2.81473
S -2.09393 -0.17797 -0.18624
H 0.05875 0.52938 -0.97421
H -0.46053 -2.55242 -1.04136
H 0.30782 -3.12927 -3.38346
H -0.16907 -1.37266 -5.21639
H -1.95002 0.32392 -4.84599
H -3.21586 0.27399 -2.68680
C -0.18911 3.30167 3.66161
C -1.27200 2.32331 3.33211
N -2.42761 2.52012 4.00818
O -1.12475 1.39265 2.51182
H -0.47218 3.93675 4.51006
H 0.03087 3.95715 2.80529
H 0.73875 2.77513 3.92527
H -3.21412 1.92538 3.78942
H -2.56715 3.34262 4.57133

=====

No. 2
68
Properties=species:S:1:pos:R:3 method="wB97M-V/def2-TZVPD" lumo_energy_ev=0.282 mol_weight_g_mol=395.1
C 3.30639 3.68250 0.79829
C 2.11657 2.73404 1.48918
C 0.74305 3.61315 1.81140
Cl 1.05197 4.45850 3.47422
Si -0.81058 2.45648 2.14041
C -2.49142 3.41644 2.02072
C -2.58918 4.45516 0.75332
O -3.37019 4.16221 -0.31601
C -0.75484 0.81479 1.13582
C -0.97779 1.01853 -0.50274
O -1.19177 2.19276 -1.10142
H 2.84631 4.20072 -0.14483
H 3.66324 4.49464 1.58965
H 4.23663 3.00822 0.49390
H 2.59491 2.35171 2.50832
H 1.91773 1.78151 0.83134
H 0.53545 4.42179 0.98371
H -0.67598 2.06768 3.56832
H -2.55239 4.08849 3.00549
H -3.40155 2.67879 2.04767
H -2.01949 5.50340 0.72480
H 0.32955 0.32482 1.23119
H -1.51397 -0.00986 1.52677
H -0.92448 0.00848 -1.13692
C 0.50447 0.93532 -4.00398
C 1.91681 1.44332 -3.72812
N 2.88972 0.37275 -3.48993
C 4.15236 0.85157 -2.92233
C 5.00016 1.78866 -3.77716
C 3.01884 -0.63386 -4.54430
C 3.37425 -0.15212 -5.94708
H 0.16430 0.26121 -3.21087
H -0.19264 1.77883 -4.04781
H 0.44018 0.40902 -4.96105
H 1.85586 2.07264 -2.83129
H 2.22751 2.09870 -4.55012
H 4.76737 -0.00726 -2.62595
H 3.92661 1.36849 -1.98046
H 5.48964 1.25697 -4.59640
H 5.79428 2.22623 -3.16367
H 4.41806 2.61556 -4.19122
H 2.07289 -1.18551 -4.60731
H 3.74966 -1.39330 -4.23735
H 2.77371 0.70499 -6.26225
H 3.19183 -0.95696 -6.66730
H 4.43005 0.11274 -6.02904
C -2.19878 -3.35383 0.55003
C -1.95650 -3.82407 1.98147
N -2.71851 -3.07234 2.98330
C -2.25901 -3.30253 4.35500
C -2.40411 -4.71190 4.92088
C -4.17085 -3.04184 2.80611
C -4.90736 -4.37596 2.74380
H -2.02546 -2.27699 0.45241
H -1.51161 -3.86632 -0.13154
H -3.21641 -3.57555 0.21478
H -0.88520 -3.69274 2.17932
H -2.15667 -4.90014 2.04259
H -2.76139 -2.59881 5.03034
H -1.19758 -3.02714 4.40802
H -3.44450 -4.94834 5.15568
H -1.84190 -4.79049 5.85693
H -2.01320 -5.47496 4.24338
H -4.39064 -2.49243 1.88255
H -4.62272 -2.42696 3.59529
H -4.42243 -5.09343 2.07695
H -5.92209 -4.21608 2.36367
H -5.00718 -4.83006 3.73143

=====

No. 3
68
Properties=species:S:1:pos:R:3 method="wB97M-V/def2-TZVPD" lumo_energy_ev=2.122 total_charge=-1 mol_weight_g_mol=385.0
C -0.33487 3.66669 1.62799
C -1.37584 3.03220 2.54810
C -2.55260 2.41945 1.78537
C -3.84888 3.21708 1.86957
C -4.95364 2.60545 0.99377
C -4.94356 3.08308 -0.47323
C -4.59511 1.97776 -1.47430
C -4.96070 2.29549 -2.92125
C -4.71199 1.22052 -3.98358
Cl -5.79284 -0.22853 -3.44208
N -3.32129 0.70692 -3.81966
C -2.46398 0.96082 -4.96709
C -1.52590 -0.20369 -5.25396
H 0.52198 4.02515 2.20042
H 0.01877 2.90652 0.93278
H -0.74054 4.51014 1.06932
H -0.86328 2.23714 3.09763
H -1.72578 3.74735 3.29553
H -2.75843 1.42162 2.18401
H -2.30224 2.27534 0.73167
H -3.65935 4.24072 1.53255
H -4.18161 3.26523 2.90936
H -4.80755 1.52144 0.99438
H -5.92542 2.77967 1.45714
H -4.21352 3.89259 -0.56052
H -5.92450 3.48908 -0.73038
H -5.11980 1.06589 -1.18061
H -3.52683 1.75744 -1.40647
H -6.02432 2.54870 -2.95506
H -4.39037 3.16557 -3.26625
H -3.35140 -0.28856 -3.65508
H -3.09236 1.18492 -5.83698
H -1.84994 1.85032 -4.77858
H -2.10083 -1.11406 -5.43135
H -0.90637 -0.00180 -6.12842
H -0.86512 -0.36665 -4.40026
C 1.98952 -0.50781 0.28877
O 1.19239 0.13546 1.26700
C 0.21151 -0.71194 1.84232
C 0.64725 -1.24866 3.18730
O 1.77705 -2.10369 3.08794
C 3.00486 -1.46064 3.36056
H 2.84934 0.13282 0.09508
H 2.34595 -1.48096 0.63219
H 1.43115 -0.63802 -0.64419
H -0.02827 -1.53804 1.16598
H -0.69454 -0.11267 1.97627
H -0.16879 -1.83862 3.61446
H 0.85703 -0.41681 3.86852
H 3.12420 -1.28454 4.43661
H 3.08835 -0.50875 2.83130
H 3.80035 -2.12374 3.02123
C 6.64445 -3.79113 1.78666
O 6.45609 -4.70022 0.71952
C 5.09803 -5.04975 0.50508
C 4.47154 -4.25825 -0.62077
O 4.40789 -2.87538 -0.32314
C 5.42408 -2.10635 -0.93734
H 7.66713 -3.42252 1.72338
H 5.95677 -2.94464 1.72121
H 6.50774 -4.28951 2.75302
H 4.51863 -4.90615 1.42302
H 5.06846 -6.11309 0.24939
H 3.44633 -4.61087 -0.76677
H 5.02220 -4.42535 -1.55228
H 5.21482 -1.96484 -2.00322
H 6.40658 -2.57053 -0.82243
H 5.43192 -1.13183 -0.45112

=====

No. 4
69
Properties=species:S:1:pos:R:3 method="wB97M-V/def2-TZVPD" spin_multiplicity=5 e_above_lowest_kcal_mol=44.1 lumo_energy_ev="-8.022 / -12.795" total_charge=+3 s_squared=6.0506 mol_weight_g_mol=503.5
Co 0.23089 1.40772 -0.82960
P 1.66320 1.04022 0.69839
P -1.68063 1.35951 0.37405
P 1.00186 2.07524 -2.66697
H -0.22753 -2.42910 2.06471
C -0.27332 -3.08478 1.19381
C 0.75319 -3.08257 0.34177
H 1.68367 -2.47307 0.43747
C 1.53813 0.14093 2.26769
C 1.87986 2.71000 1.48782
C 3.42069 0.71269 0.30413
C -3.05497 0.15791 0.27217
C -1.49001 1.54644 2.18101
C -1.92857 2.99401 -0.46744
C 2.13682 1.10239 -3.66432
C 1.76044 3.55271 -1.96087
C -0.32432 2.55888 -3.78961
H -1.27329 -3.54957 1.00515
H 0.74911 -3.46439 -0.65897
H 1.55819 -0.94275 2.11947
H 0.62956 0.39805 2.81252
H 2.39522 0.47658 2.87165
H 0.92224 3.04783 1.89586
H 2.24765 3.42821 0.75715
H 2.58941 2.58945 2.30768
H 3.57560 -0.30354 -0.07768
H 4.00228 0.82941 1.22771
H 3.79176 1.42965 -0.43887
H -3.97592 0.68775 0.57020
H -2.80161 -0.67451 0.95142
H -3.14022 -0.22235 -0.75714
H -2.38483 2.07428 2.55190
H -0.58281 2.12501 2.38096
H -1.37587 0.55727 2.67975
H -2.82603 3.42158 -0.00348
H -2.05320 2.85158 -1.55450
H -1.05583 3.66544 -0.31723
H 2.16696 1.46155 -4.71055
H 1.81436 0.04217 -3.66135
H 3.15282 1.20099 -3.25568
H 1.95423 4.34675 -2.69665
H 2.68454 3.16949 -1.50732
H 1.15993 3.98444 -1.14932
H -0.25694 2.15530 -4.79396
H -0.42930 3.64954 -3.84126
H -1.23707 2.10349 -3.38419
C -0.79512 -1.17337 -2.97595
C -1.71288 -1.51130 -4.00668
C -1.47508 -2.63682 -4.78862
C -0.35597 -3.42689 -4.45239
C 0.59350 -3.10103 -3.46739
C 0.31407 -1.95727 -2.71446
S -1.13726 0.26902 -2.01118
H 0.85864 0.10228 -0.71523
H -2.54043 -0.82649 -4.16610
H -2.07642 -2.86069 -5.67375
H -0.16394 -4.32585 -5.01789
H 1.52849 -3.64268 -3.25112
H 0.92543 -1.54714 -1.92437
C -1.67275 -1.54205 6.61710
S -0.69951 -1.76292 5.10144
C -0.90727 -3.57504 4.82401
O -1.42740 -1.07114 3.96343
H -0.97912 -1.59637 7.47694
H -2.42345 -2.34514 6.67614
H -2.14220 -0.54627 6.59098
H -1.33685 -4.01653 5.73422
H -1.56194 -3.73507 3.94288
H 0.09714 -3.99902 4.67052

=====

No. 5
78
Properties=species:S:1:pos:R:3 method="wB97M-V/def2-TZVPD" lumo_energy_ev=0.118 mol_weight_g_mol=768.6
C -5.27214 -1.98514 4.74988
C -4.45122 -1.14616 3.78562
O -3.45620 -0.43267 4.49817
C -3.14242 0.85213 4.03555
C -1.69204 0.95483 3.49664
O -1.11548 -0.33461 3.33366
Si -0.41446 -0.89856 1.99186
F -1.40310 -1.96108 1.31020
O -0.06829 0.25881 0.89469
Si -0.59494 0.28208 -0.67345
C -2.43378 0.46198 -0.84506
I -3.21624 2.21050 0.01987
C -3.30189 -0.33804 -1.43838
C -4.78935 -0.12596 -1.52500
I -2.70903 -2.12526 -2.37472
H -4.75009 -2.89191 5.05171
H -5.51805 -1.38758 5.62939
H -6.21827 -2.26333 4.27883
H -3.96536 -1.79275 3.04216
H -5.10489 -0.45514 3.24091
H -3.25590 1.55405 4.86905
H -3.83650 1.17303 3.25017
H -1.06951 1.50901 4.20296
H -1.70824 1.49947 2.55109
H 0.81361 -1.59801 2.35113
H -0.13436 -0.95797 -1.30801
H 0.05631 1.40372 -1.36660
H -5.19520 -0.07690 -0.50842
H -5.28472 -0.94329 -2.03675
H -5.02041 0.82628 -2.00926
C 3.93092 2.68396 -2.06524
O 3.24878 1.77142 -2.49881
N 3.69753 3.25923 -0.87121
C 4.47975 4.35686 -0.35069
C 2.60115 2.69583 -0.09966
H 4.79166 3.10542 -2.60888
H 4.96327 4.07993 0.58827
H 3.85168 5.23190 -0.17259
H 5.24984 4.62386 -1.07237
H 2.78828 1.63719 0.08415
H 1.67753 2.77486 -0.67054
H 2.49943 3.21873 0.84818
C 1.70983 -3.18278 -1.36400
O 1.30320 -4.23764 -1.81967
N 2.72145 -2.46703 -1.88309
C 3.16206 -1.20716 -1.30797
C 3.38978 -2.97870 -3.06433
H 1.27087 -2.71834 -0.46417
H 3.07373 -0.38961 -2.02682
H 4.20057 -1.27845 -0.98001
H 2.54972 -0.98616 -0.43448
H 2.68511 -3.09065 -3.88928
H 3.82684 -3.95841 -2.86674
H 4.17335 -2.28164 -3.35148
C -4.53736 3.32564 -5.64403
O -4.70745 4.00372 -4.65015
N -3.71752 2.25738 -5.70293
C -3.55099 1.47300 -6.90717
C -2.98271 1.89104 -4.50484
H -5.05129 3.53006 -6.59897
H -3.84686 0.43516 -6.74077
H -2.51150 1.48626 -7.24098
H -4.17387 1.88891 -7.69698
H -3.67113 1.67938 -3.68640
H -2.33689 2.71205 -4.19131
H -2.37665 1.01073 -4.70673
C 4.93312 -2.06782 2.60345
O 4.27276 -1.45677 1.78365
N 4.54993 -2.28841 3.87525
C 5.37094 -3.01849 4.81617
C 3.25948 -1.76776 4.29714
H 5.92077 -2.49848 2.36736
H 4.85220 -3.90872 5.17710
H 5.62775 -2.39531 5.67521
H 6.29164 -3.32951 4.32616
H 2.46957 -2.19227 3.68010
H 3.23352 -0.68459 4.17263
H 3.08833 -2.01936 5.34055

=====

No. 6
68
Properties=species:S:1:pos:R:3 method="wB97M-V/def2-TZVPD" lumo_energy_ev="-13.345 / -13.353" total_charge=+3 mol_weight_g_mol=614.4
La 0.60098 0.04599 -0.09464
P 0.30580 0.91818 -2.86941
P 0.48063 3.24625 0.06965
P -2.22941 0.98338 -0.20320
H 0.10278 -7.18158 3.32030
C -0.79761 -7.37272 2.70865
C -0.74437 -7.81317 1.44011
H 0.18509 -8.17353 0.98437
C 1.87605 0.65496 -3.77864
C -0.25407 2.46956 -3.65363
C -0.78460 -0.32526 -3.68696
C 0.48351 3.86379 1.80978
C 1.98100 4.11533 -0.54771
C -0.78842 4.39832 -0.60354
C -3.01992 -0.68204 -0.14932
C -3.22368 1.77880 -1.50214
C -2.99415 1.73107 1.27681
H -1.77558 -7.26384 3.20571
H -1.68099 -7.98284 0.89715
H 2.42189 -0.22144 -3.40521
H 2.52885 1.52909 -3.67318
H 1.62404 0.50761 -4.83362
H 0.43655 3.28546 -3.40684
H -1.26475 2.74409 -3.32656
H -0.25948 2.31774 -4.74039
H -0.44490 -1.33533 -3.43092
H -0.70501 -0.16125 -4.77016
H -1.83567 -0.22290 -3.38140
H 0.66425 4.94955 1.82599
H 1.27747 3.34857 2.36190
H -0.47370 3.64151 2.29855
H 1.90433 5.18307 -0.30018
H 2.07154 4.00268 -1.63575
H 2.88166 3.69632 -0.08363
H -0.47776 5.42613 -0.37130
H -1.77366 4.21938 -0.15456
H -0.87492 4.29286 -1.69163
H -4.11087 -0.55142 -0.15298
H -2.69797 -1.20940 0.75971
H -2.71885 -1.27533 -1.02246
H -4.27679 1.66690 -1.20538
H -3.05371 1.29881 -2.47374
H -2.96770 2.84373 -1.57921
H -4.08626 1.68940 1.15182
H -2.66489 2.77184 1.39939
H -2.68563 1.16058 2.16590
C -0.35489 -1.74131 2.96271
C 0.09993 -2.66830 1.99150
C -0.30248 -4.00425 2.08498
C -0.95532 -4.42149 3.24608
C -1.25339 -3.55378 4.30083
C -0.95443 -2.20807 4.15247
Se -0.23411 0.12426 2.70763
H -0.45633 -1.56835 -0.60918
H 0.73276 -2.33771 1.14256
H -0.07861 -4.69870 1.27069
H -1.20856 -5.45827 3.35052
H -1.71133 -3.94644 5.20589
H -1.20296 -1.51098 4.95218
C 4.82413 -0.26292 0.92631
S 3.47829 0.37468 -0.09821
C 4.38766 1.36495 -1.30357
H 5.45619 0.56650 1.25376
H 4.39984 -0.76732 1.79884
H 5.42335 -0.97672 0.35085
H 3.76946 2.18926 -1.67914
H 5.28668 1.77739 -0.81772
H 4.69306 0.71869 -2.13745

=====

No. 7
70
Properties=species:S:1:pos:R:3 method="wB97M-V/def2-TZVPD" e_above_lowest_kcal_mol=87.3 lumo_energy_ev="-15.307 / -16.199" total_charge=+4 mol_weight_g_mol=543.2
Sn -0.28466 0.27828 0.38743
P -1.75512 -1.84521 0.71853
P 1.61353 -1.22228 2.58631
P 1.43410 -1.90301 -0.85078
H -0.80439 5.04936 -3.60991
C -0.99210 4.21724 -4.29249
C -2.07408 3.43634 -4.26669
H -2.90684 3.53711 -3.56027
C -3.29200 -1.22517 1.45625
C -1.25348 -3.21072 1.82498
C -2.21925 -2.59600 -0.86638
C 3.16362 -0.26834 2.75745
C 0.83234 -0.77337 4.19531
C 2.21195 -2.91435 3.02570
C 1.00968 -1.83716 -2.62859
C 1.65582 -3.72210 -0.66377
C 3.13709 -1.23171 -0.91191
H -0.24932 4.09927 -5.09494
H -2.20579 2.70739 -5.07534
H -3.54771 -0.24399 1.03403
H -3.18479 -1.13038 2.54638
H -4.09550 -1.93950 1.22780
H -1.13091 -2.84750 2.85816
H -0.31661 -3.68427 1.49493
H -2.05758 -3.96514 1.80689
H -2.24683 -1.82943 -1.65517
H -3.22542 -3.02041 -0.73308
H -1.51616 -3.39251 -1.15251
H 3.65426 -0.54811 3.69651
H 2.92887 0.80174 2.77011
H 3.83232 -0.47035 1.91449
H 1.58855 -0.84855 4.99193
H 0.00388 -1.46369 4.41507
H 0.44134 0.25424 4.14860
H 3.18804 -2.83458 3.52465
H 2.31747 -3.52107 2.11595
H 1.49393 -3.40159 3.70107
H 1.63053 -2.59099 -3.13344
H 1.20126 -0.83699 -3.04350
H -0.04867 -2.09479 -2.77359
H 2.00826 -4.12251 -1.62612
H 0.69164 -4.19515 -0.42016
H 2.38964 -3.95575 0.11915
H 3.60872 -1.56208 -1.84784
H 3.73535 -1.57246 -0.05662
H 3.08784 -0.13398 -0.90495
C -0.70502 1.77632 -2.12822
C 0.49389 2.55566 -2.14689
C 1.38404 2.40226 -3.20033
C 1.05182 1.59681 -4.29123
C -0.18723 0.95316 -4.34543
C -1.05204 1.00109 -3.26953
O -1.45105 1.66575 -1.02197
H 0.91319 1.56741 -0.18430
H 0.67442 3.30406 -1.37337
H 2.31932 2.95666 -3.18506
H 1.75005 1.51169 -5.12056
H -0.52201 0.45410 -5.26309
H -2.02245 0.49589 -3.25756
C -0.75567 3.86997 1.36052
N -1.42784 3.43528 2.58957
C -1.66094 2.16783 2.92807
N -2.24659 1.93591 4.12844
O -1.38204 1.16281 2.19305
H -1.28018 3.47305 0.47525
H 0.29093 3.52555 1.34752
H -0.76645 4.96430 1.35025
H -1.85990 4.12543 3.20383
H -2.38600 0.96903 4.40258
H -2.62511 2.70419 4.65885